Here is an isolated molecule of C2H3FO2 from the Open Molecules 2025 dataset. Energies are from the ωB97M-V functional and the def2-TZVPD basis.

```
! wB97M-V def2-TZVPD RIJCOSX def2/J DEFGRID3
* xyz 0 1
F -1.32 -0.98 -0.18
O 1.20 -0.69 0.87
O -1.03 1.09 0.52
C -0.59 0.07 -0.15
C 1.00 -0.18 -0.39
H 1.65 0.68 -0.51
H 1.08 -0.92 -1.11
H -1.98 0.93 0.95
*
```

* E: -8931.451 eV
* ΔE to the lowest compared entry with this formula, charge and spin: 81.75 kcal per mole
* orbital gap (spin up / spin down): 8.41 / 8.41 eV
* strongest force on any atom: 0.07094 Eh/bohr
* LUMO (spin up / spin down): -0.1 / -0.1 eV
* HOMO level (spin up / spin down): -8.5 / -8.5 eV



Here is C21H19ClN4ORhSSbSe4 as an isolated structure from the Open Molecules 2025 dataset. Energies are from the ωB97M-V functional and the def2-TZVPD basis.

```
! wB97M-V def2-TZVPD RIJCOSX def2/J DEFGRID3
* xyz -2 5
Sb -2.89 3.15 0.27
Rh -0.08 -0.19 0.26
Se -2.18 5.27 1.24
Se -4.96 3.42 1.56
Se -1.67 1.29 1.33
Se -3.20 3.15 -2.12
Cl -2.58 -2.40 -1.17
S 2.24 0.53 0.97
O 4.41 -0.50 -2.81
N 0.31 0.13 -1.95
N 2.43 -0.63 3.58
N 3.18 0.89 -4.15
N 5.49 0.79 -4.33
C 1.31 -3.18 -0.72
C 0.00 -2.79 -0.38
C 5.05 3.16 -4.83
C 5.74 1.96 -5.06
C 0.88 1.54 -4.23
C 2.33 -0.16 2.53
C 1.67 -3.62 -1.99
C 1.57 0.13 -2.43
C -0.94 -2.92 -1.43
C 0.71 -3.73 -2.99
C 5.37 4.29 -5.57
C -0.31 -2.26 0.93
C -0.60 -3.37 -2.69
C 6.75 5.55 -7.27
C 4.33 0.35 -3.68
C 6.39 4.30 -6.52
C -0.40 1.52 -3.73
C 6.75 1.95 -6.02
C -0.65 0.79 -2.58
C 1.88 0.82 -3.58
C 7.07 3.10 -6.72
H 6.27 0.18 -4.15
H -1.20 2.09 -4.18
H 7.29 1.03 -6.20
H 7.63 5.39 -7.90
H -1.33 -2.36 1.26
H 0.97 -4.07 -3.98
H 1.12 2.12 -5.12
H 7.87 3.06 -7.45
H 6.96 6.37 -6.59
H 5.93 5.87 -7.93
H -1.38 -3.42 -3.44
H 0.45 -2.44 1.68
H 2.07 -3.09 0.05
H 2.30 -0.43 -1.87
H 3.24 1.44 -4.99
H 2.70 -3.87 -2.19
H -1.64 0.76 -2.15
H 4.83 5.21 -5.37
H 4.31 3.23 -4.05
*
```

* E: -324385.398 eV
* ΔE to the lowest compared entry with this formula, charge and spin: 0.00 kcal per mole
* orbital gap (spin up / spin down): 4.63 / 5.21 eV
* strongest force on any atom: 0.01689 Eh/bohr
* LUMO (spin up / spin down): 3.2 / 3.2 eV
* expectation value of S²: 6.030
* HOMO level (spin up / spin down): -1.5 / -2.1 eV



Here is C56H43AsN4OPdS2Sb as an isolated structure from the Open Molecules 2025 dataset. Energies are from the ωB97M-V functional and the def2-TZVPD basis.

```
! wB97M-V def2-TZVPD RIJCOSX def2/J DEFGRID3
* xyz 3 5
Sb 0.01 -3.67 2.17
Pd 0.35 -0.70 -1.29
As 1.90 -0.27 -3.26
S -0.44 -1.87 0.75
S -0.61 -2.39 -2.81
O -5.98 10.36 1.69
N 0.50 1.24 0.09
N -1.54 0.63 -1.60
N -3.60 4.87 -0.33
N -1.94 5.39 1.07
C -5.53 11.43 2.53
C 4.82 -0.14 -3.66
C -5.80 8.35 0.58
C 3.00 -6.84 1.67
C 0.51 -6.22 0.58
C -3.96 9.10 2.02
C 1.10 -5.39 1.52
C -5.11 7.23 0.27
C 2.18 -2.91 5.89
C -2.00 -5.42 3.64
C -3.83 7.00 0.83
C 1.18 -7.36 0.17
C -4.39 -5.39 3.39
C -2.70 2.66 -1.08
C -1.63 4.19 0.54
C 2.45 -1.55 5.85
C 3.26 -0.73 -0.76
C -3.67 1.09 -2.58
C 2.33 -5.69 2.08
C 1.48 2.58 1.82
C -3.28 7.97 1.71
C 2.13 -1.88 -5.70
C 2.56 -2.81 -1.77
C 3.84 -2.82 0.26
C -1.92 -4.40 2.70
C -3.05 -3.88 2.09
C -2.55 0.29 -2.38
C 1.06 -2.75 3.77
C -2.69 3.89 -0.34
C 1.48 -3.51 4.86
C -0.53 3.31 0.76
C -3.25 -5.91 3.99
C 4.67 1.99 -5.45
C -1.60 1.80 -0.93
C 3.58 0.42 -3.99
C 2.42 -7.66 0.71
C -0.09 -3.48 -5.18
C -5.25 9.32 1.46
C 1.44 1.45 1.00
C 3.18 -3.50 -0.75
C 1.32 -1.38 3.72
C 1.42 -1.67 -4.53
C -3.15 5.78 0.52
C 5.90 1.44 -5.12
C 0.64 -3.67 -6.34
C 2.59 -1.41 -1.80
C 3.88 -1.43 0.26
C 3.51 1.48 -4.88
C 0.30 -2.49 -4.26
C 5.97 0.38 -4.23
C -3.75 2.29 -1.92
C 1.75 -2.88 -6.60
C 2.01 -0.79 4.76
C 0.49 3.52 1.69
C -4.29 -4.38 2.44
C -0.51 2.12 -0.02
H -1.39 5.91 1.73
H -4.60 2.95 -2.03
H 2.21 0.28 4.74
H 0.97 -0.80 2.88
H 2.32 -3.03 -7.50
H -4.60 11.86 2.16
H 3.36 0.35 -0.83
H 1.26 -4.57 4.91
H 0.50 4.41 2.31
H -3.53 9.83 2.70
H -2.96 -3.09 1.35
H -2.47 -0.67 -2.89
H 4.61 2.82 -6.15
H 2.54 1.91 -5.13
H 2.21 0.69 1.08
H 2.99 -1.25 -5.92
H -5.52 6.49 -0.41
H 2.99 -1.07 6.65
H 2.50 -3.49 6.74
H -1.12 -5.84 4.10
H -2.29 7.83 2.14
H 2.28 2.69 2.54
H -0.46 -5.98 0.16
H -5.18 -3.99 1.97
H -6.79 8.54 0.17
H 6.93 -0.06 -3.98
H 6.80 1.85 -5.55
H 2.10 -3.37 -2.58
H -5.38 11.08 3.56
H 2.94 -8.56 0.39
H 4.35 -3.37 1.04
H 0.73 -8.01 -0.57
H 0.34 -4.44 -7.04
H 2.78 -5.05 2.83
H 4.88 -0.97 -2.97
H -4.46 0.75 -3.24
H -5.37 -5.77 3.67
H 3.18 -4.59 -0.76
H 3.95 -7.09 2.10
H -3.34 -6.70 4.72
H -0.96 -4.09 -4.96
H 4.41 -0.90 1.04
H -6.31 12.18 2.51
*
```

* E: -159280.916 eV
* ΔE to the lowest compared entry with this formula, charge and spin: 5.41 kcal per mole
* orbital gap (spin up / spin down): 7.25 / 4.80 eV
* strongest force on any atom: 0.01795 Eh/bohr
* LUMO (spin up / spin down): -7.0 / -9.9 eV
* expectation value of S²: 6.081
* HOMO level (spin up / spin down): -14.2 / -14.7 eV



Which of these has the lowest E?
C21H19ClN4ORhSSbSe4